# 1
# C3H6FNO2S

2 unconnected molecules or ions with the total composition C3H6FNO2S at a distorted geometry (ωB97M-V/def2-TZVPD, the Open Molecules 2025 dataset).

```
14
Properties=species:S:1:pos:R:3:forces:R:3
C -0.631 -2.167 0.693 -0.2 -0.2 0.3
H -1.151 1.925 -1.176 -0.7 -1.8 1.1
F 1.693 -0.072 -1.459 0.7 0.4 1.0
H 0.957 1.828 0.380 1.8 -1.4 0.1
C -0.483 0.205 0.075 -1.2 0.3 0.0
C -1.583 1.099 -0.468 -0.8 0.1 -1.7
S 2.220 -0.019 0.172 -3.0 -0.7 -0.5
H -2.082 1.705 0.321 0.3 -0.7 -0.2
H -0.773 -2.586 1.657 -0.1 0.0 0.7
H -0.650 -2.711 -0.180 0.4 -2.1 -1.5
H -2.392 0.439 -1.047 1.6 1.6 1.2
N -0.650 -0.953 0.421 -0.3 2.7 0.3
O 3.609 -0.224 0.104 1.7 0.7 -0.2
O 1.918 1.530 0.506 -0.2 1.1 -0.6
```
Positions in Å, forces in eV/Å.

Calculated values
LUMO = 0.3451 eV
Molecular weight = 139.15 g mol⁻¹
ΔE to the lowest compared entry with this formula, charge and spin = 38.37 kcal per mole
HOMO = -8.49 eV



# 2
# C7H16FN2O2

A gas-phase ion, C7H16FN2O2 (charge +1) at a distorted geometry (ωB97M-V/def2-TZVPD, the Open Molecules 2025 dataset).

```
28
Properties=species:S:1:pos:R:3:forces:R:3
H 0.365 3.194 0.715 -0.7 -0.6 0.4
H 0.138 1.510 -1.181 0.6 -1.1 -0.1
C 0.639 -0.434 -1.884 3.2 -1.4 -0.1
C -0.092 -1.107 0.979 -0.3 0.9 1.6
F -2.902 0.903 -0.174 0.1 -0.4 0.2
O 1.211 -1.596 0.925 0.7 -1.8 -0.4
H 1.992 1.791 0.203 0.1 1.0 0.6
H -1.220 -2.893 1.025 -0.3 -1.6 1.7
C -0.587 2.628 0.905 -0.2 1.7 -0.2
H -2.810 -1.124 1.321 0.6 -0.1 -2.2
H 2.316 0.069 0.182 0.7 0.2 -0.7
C 2.047 0.941 -0.422 -0.4 -0.1 -2.1
H 1.518 -1.222 -1.524 -2.6 2.0 -1.1
H -0.743 -2.543 -0.507 0.4 -0.1 -1.3
H 1.036 0.088 -2.783 -0.6 -0.8 0.3
H -1.216 2.763 0.001 0.2 -0.7 0.4
H -1.174 3.169 1.719 1.0 -1.2 -0.8
H -0.330 -0.906 -2.004 0.1 0.2 -0.1
H 1.160 -2.452 0.438 0.4 0.8 0.8
N -2.093 -0.172 -0.561 2.2 1.1 0.6
C -2.388 -1.325 0.240 -2.8 -1.2 0.2
O -0.319 1.262 1.292 0.5 -0.5 -1.2
H 2.525 1.190 -1.415 0.4 -0.6 1.5
N 0.624 0.631 -0.866 -0.5 0.8 2.1
C -1.100 -2.093 0.385 -0.1 2.1 -0.4
C -0.082 0.273 0.375 -4.8 0.5 0.0
H -0.435 -0.885 2.064 0.7 -0.5 -1.5
H -3.188 -1.947 -0.418 1.6 1.2 1.8
```
Positions in Å, forces in eV/Å.

Calculated values
LUMO (spin up / spin down) = -3.5388 / -3.6812 eV
Molecular weight = 179.22 g mol⁻¹
HOMO (spin up / spin down) = -12.53 / -11.88 eV
Charge = +1



# 3
# C19H47BN3O7

3 unconnected molecules or ions with the total composition C19H47BN3O7 (ωB97M-V/def2-TZVPD, the Open Molecules 2025 dataset).

```
77
Properties=species:S:1:pos:R:3:forces:R:3
H -5.841 5.605 -5.118 0.0 0.0 0.0
H -4.570 4.812 -6.075 0.0 0.0 0.0
H 1.252 -1.222 -3.861 0.0 0.0 0.1
C 2.324 -3.421 6.430 0.0 0.0 0.0
H -1.614 -1.605 3.904 0.0 0.0 0.0
C 4.765 0.239 -0.587 0.0 0.1 -0.2
H 1.219 -5.166 5.989 0.0 0.0 0.0
C -2.629 2.095 -1.485 -0.1 -0.1 0.0
H -3.473 4.163 -3.867 0.0 0.0 0.0
H 4.047 -0.547 -2.449 0.0 0.0 0.0
H 2.701 -1.149 7.708 0.0 0.0 0.0
H 3.406 -0.338 6.290 0.0 0.0 0.0
C 1.194 -4.113 5.703 0.1 0.0 0.0
H 2.071 -3.338 7.495 0.0 0.0 0.0
H -4.946 3.154 -0.382 0.0 0.0 0.0
H -1.860 2.868 -1.353 0.0 0.0 0.0
N 0.802 -0.491 -0.959 -0.1 0.1 -0.5
H -3.459 5.879 -4.324 0.0 0.0 0.0
C 4.842 -0.774 -1.730 0.1 -0.1 0.1
H 3.229 -4.039 6.341 0.0 0.0 0.0
H 2.890 -0.475 0.246 0.0 0.0 0.0
C -4.383 3.630 -1.196 0.0 0.0 0.1
H -6.783 3.544 -6.724 0.0 0.0 0.0
H 3.836 -2.454 0.653 0.0 0.1 0.0
H 0.733 -2.980 1.388 0.0 0.0 0.0
H 0.242 1.072 -3.079 -0.5 -0.2 0.3
H 3.377 1.109 0.829 0.0 0.0 0.0
N 2.494 1.084 -1.056 0.2 0.1 -0.1
H 3.868 -2.708 -1.799 0.1 -0.1 0.0
C 0.606 -1.873 -3.259 -0.1 -0.2 -0.1
O -3.805 2.630 -2.021 0.1 0.1 -0.1
H -7.357 2.458 -5.439 0.0 0.0 0.0
H 4.248 -1.712 7.039 0.0 0.0 0.0
H 0.225 -1.646 5.674 0.0 0.0 0.0
O 0.123 -2.504 3.239 0.0 -0.1 0.0
H -1.604 -3.383 3.967 0.0 0.0 0.0
C 1.298 0.696 -1.417 -0.1 -0.3 0.1
C -6.942 3.442 -5.644 0.0 0.0 -0.1
H -2.270 1.343 -2.187 0.0 0.0 0.0
H 5.591 -2.797 -1.835 0.1 0.0 0.0
C 4.785 -2.634 0.137 0.1 -0.1 0.0
C 4.766 -2.277 -1.350 -0.2 0.0 0.0
H -5.913 5.079 -1.270 0.0 0.0 0.0
H -0.199 -0.354 -0.813 0.0 -0.2 -0.1
H -0.426 -1.568 -3.452 0.0 0.0 0.0
N 0.501 1.486 -2.190 0.7 0.4 -0.2
H 5.561 -2.105 0.689 0.0 0.0 0.0
H -7.658 4.209 -5.326 0.0 0.0 0.0
O 1.439 -2.866 -1.074 0.5 0.0 -0.5
O -5.730 3.546 -4.929 -0.1 0.1 0.1
C -0.992 -2.485 4.117 0.0 0.0 0.0
H 5.773 -0.593 -2.267 0.0 0.0 0.0
H 5.398 -0.049 0.251 0.0 0.0 0.0
H -2.803 1.615 -0.511 0.0 0.0 0.0
H 1.346 -4.043 4.623 0.0 0.0 0.0
H -0.590 -4.001 1.981 0.0 0.0 0.0
C -5.323 4.508 -1.990 0.0 0.0 0.0
O 2.568 -2.136 5.885 -0.1 0.0 0.0
H 2.063 -2.658 -0.365 -0.5 -0.1 0.3
C -5.099 4.797 -5.111 0.0 0.0 0.0
C 3.365 0.457 -0.046 -0.2 0.0 0.2
B 0.988 -1.802 -1.754 0.1 0.2 0.4
H 0.738 -2.885 -3.638 0.0 0.0 0.0
C 3.265 -1.300 6.781 0.1 0.0 0.0
H -0.923 -2.336 1.451 0.0 0.0 0.0
H 2.869 1.913 -1.500 0.0 0.0 0.0
H -3.595 4.253 -0.752 0.0 0.0 0.0
H 0.824 2.437 -2.329 0.0 0.0 0.0
H 4.991 -3.697 0.257 0.0 0.0 0.0
C -0.191 -2.981 1.959 0.0 0.1 0.0
O -0.098 -3.664 6.078 0.0 0.0 0.0
C -4.096 5.051 -4.007 0.0 0.0 -0.1
H 5.160 1.198 -0.936 0.0 0.0 0.0
C -0.535 -2.423 5.557 0.0 0.1 0.0
O -4.670 5.482 -2.785 0.1 0.0 0.0
H -6.001 3.891 -2.583 0.0 0.0 0.0
H -1.404 -2.152 6.160 0.0 0.0 0.0
```
Positions in Å, forces in eV/Å.

Calculated values
LUMO = -2.9988 eV
Molecular weight = 440.41 g mol⁻¹
ΔE to the lowest compared entry with this formula, charge and spin = 0.00 kcal per mole
HOMO = -11.05 eV
Charge = +1